50
Properties=species:S:1:pos:R:3 method="wB97M-V/def2-TZVPD" charge=+2 homo_ev="-11.504 / -14.022" relative_energy_kj_mol=146.6 spin_multiplicity=5 s_squared=6.012
Pt 2.65173 2.44173 -2.66859
S 1.69652 2.98256 -0.64925
Si 2.32096 -2.15549 -0.73032
N -0.88609 3.82767 -0.57581
N -0.35410 2.17141 -2.08335
N 0.64676 1.26621 -2.56808
C 4.20153 -4.00355 2.18955
C 1.31870 -4.93278 -3.45065
C 3.90528 -3.56830 0.90582
C 3.06623 -2.71989 -3.39069
C 4.07748 -3.10609 3.25023
C 2.02950 -4.55675 -4.58056
C 3.39618 -2.25707 0.72951
C 0.00886 -0.73701 2.47794
C 3.74675 -1.75837 3.05833
C 4.32461 1.55376 -2.28224
C -0.37270 -1.93586 1.81599
C -1.23330 -1.57227 0.73854
C 3.42042 -1.31428 1.78208
C -1.42585 -0.15957 0.78073
C 0.05928 3.01624 -1.12391
C -0.62875 0.35644 1.83478
C 2.89321 -3.46741 -4.55183
C 1.50144 -4.22429 -2.27223
C 2.45686 -3.18928 -2.21879
H -0.04230 -2.95573 2.07714
H 5.08704 2.10130 -2.86052
H 0.29764 0.89380 -3.45229
H 0.99835 -1.76895 -0.57723
H -1.64119 -2.26616 -0.00848
H -1.32746 1.85028 -2.10489
H 4.21682 -3.47185 4.25654
H 1.86775 -5.11351 -5.49681
H 3.97410 -4.23634 0.04954
H 3.08883 -0.29703 1.58908
H 0.82563 -4.35864 -1.43242
H -0.54996 4.50468 0.09357
H 2.75491 1.00461 -3.40181
H -2.12442 0.40189 0.15419
H 4.44488 0.49600 -2.55353
H 4.52270 1.73994 -1.22263
H 3.60148 -1.76854 -3.39123
H 4.49542 -5.04949 2.34102
H 0.76943 0.45453 -1.93874
H 3.70580 -1.06410 3.89688
H -0.52379 1.40971 2.10073
H 3.42413 -3.19410 -5.44720
H -1.76715 4.03561 -1.03433
H 0.68006 -0.68260 3.33489
H 0.58450 -5.72636 -3.47749



19
Properties=species:S:1:pos:R:3 method="wB97M-V/def2-TZVPD" charge=-1 homo_ev="-1.137 / -1.212" relative_energy_kj_mol=465.6 spin_multiplicity=2 s_squared=0.756
N -0.46168 0.01375 2.31131
C 0.21106 -1.91779 -0.31809
C 0.64262 -0.65340 -1.20987
C 0.41227 1.81433 0.31119
C -1.01191 0.18835 -1.12082
C 0.24699 0.84342 -0.82634
H 0.61693 -1.60167 0.64720
H -1.43608 0.32349 2.29490
H 1.72209 -0.64959 -0.95232
H 0.60582 -0.95578 -2.24911
H 0.07848 0.75382 1.51278
H -0.12064 0.22366 3.24588
H -1.71652 0.58283 -1.89833
H -0.83596 -2.12536 -0.20167
H -1.59322 -0.09267 -0.23096
H 1.43329 2.07494 0.61709
H 0.67326 1.32384 -1.71689
H -0.27742 2.67634 0.31109
H 0.81061 -2.82251 -0.52704



6
Properties=species:S:1:pos:R:3 method="wB97M-V/def2-TZVPD" homo_ev="-8.466 / -9.593" relative_energy_kj_mol=282.5 spin_multiplicity=3 s_squared=2.105
I -2.10458 2.02741 0.82139
F 0.63014 1.69115 -0.16422
C 0.53255 -1.35485 0.19912
C -0.46372 0.98271 -0.13903
H 1.50833 -1.63299 -0.16665
H -0.10272 -1.71344 -0.55061



23
Properties=species:S:1:pos:R:3 method="wB97M-V/def2-TZVPD" charge=+1 homo_ev=-10.161 relative_energy_kj_mol=0.0
Y -0.00714 -0.07867 0.02277
O 0.00588 2.03562 1.27787
O -1.61969 1.26603 -0.75541
O 1.12660 -1.14143 -1.74346
O 2.13114 -0.18543 0.65390
O 1.10762 1.55076 -1.24155
O 0.71505 -1.75249 1.28797
O -1.66093 -0.42416 1.59284
O -1.36263 -1.82088 -0.80318
O 2.85229 -2.00143 1.87628
C 1.96493 -1.24138 1.32721
H -2.07101 1.44046 -1.58023
H 0.59386 2.79226 1.14486
H -1.45420 -0.49462 2.50482
H 1.99284 -1.50742 -1.75358
H 0.68443 2.35010 -1.63978
H -0.38958 2.15975 2.14496
H 0.88146 -1.23430 -2.66067
H -1.18285 -2.72097 -0.52505
H -1.88262 2.05659 -0.24611
H -2.13925 -1.20255 1.33536
H 2.02040 1.93448 -1.24236
H -2.30659 -1.78032 -0.97745



14
Properties=species:S:1:pos:R:3 method="wB97M-V/def2-TZVPD" charge=-1 homo_ev=-5.154 relative_energy_kj_mol=251.9
S -3.32372 -0.20039 0.26264
Si -0.06752 -0.22790 1.11553
O -1.44360 -0.32730 0.44942
O -3.38021 1.19618 0.69870
O -3.36208 -0.32849 -1.18954
C 1.15290 0.76750 -0.03241
C 1.60505 -0.23926 -1.08167
H 2.27898 0.15702 -1.85066
H 1.23797 -1.89102 1.29737
H -0.03040 0.06075 2.53677
H 1.81980 -1.16528 -0.70851
H 0.80899 1.65877 -0.41655
H 2.07302 1.06119 0.55223
H 0.63080 -0.52177 -1.63332



138
Properties=species:S:1:pos:R:3 method="wB97M-V/def2-TZVPD" homo_ev=-10.436 relative_energy_kj_mol=76.0 smiles="COC(=O)OC.COC(=O)OC.COC(=O)OC.COC(=O)OC.COC(=O)OC.COC(=O)OC.COC(=O)OC.COC(=O)OC.COC(=O)OC.O=C1OCCO1.O=C1OCCO1.O=C1OCCO1"
O 3.03110 0.79953 -5.95495
O -1.79795 -4.71201 0.43406
O 2.26781 -1.86330 5.25535
O 5.48188 6.30835 0.24005
O 4.57390 0.22308 0.21671
O 0.89714 0.13993 -5.74263
O 2.12640 0.63962 -3.95782
O -3.75065 4.52007 0.22246
O -2.35750 -2.65634 1.24239
O 0.87525 -0.57714 -0.56724
O -0.89031 0.05066 -1.85613
O 6.45549 -0.70423 -0.30213
O -0.11736 -7.72148 -3.66396
O -2.75601 2.83558 1.32804
O -0.69638 1.28075 8.65432
O -2.27981 0.90768 7.12707
O -0.41587 6.98181 4.19764
O -6.18383 -0.29302 -4.28349
O -0.42437 -2.57073 -5.71783
O -0.34075 4.91246 3.25179
O 3.29964 6.17203 0.48594
O 0.46848 -3.19464 4.95644
O 0.63802 -5.73514 -3.95093
O -3.05739 2.59437 -0.76223
O -7.63777 -0.88358 -2.81928
O -6.02948 0.58801 -2.23796
O -2.98064 -3.19296 -0.71891
O -1.56048 -3.96378 -6.99619
O 1.39087 -2.39830 3.24466
O -0.60719 5.08246 5.37291
O -0.35925 1.25489 -0.19412
O 4.33304 8.17611 0.67133
O 5.84554 1.21493 -1.33503
O -2.66802 -2.51956 -5.66857
O 0.40526 -6.52725 -1.83544
O -0.08204 0.95070 6.60684
C 5.18323 4.97227 -0.13363
C -3.18279 2.99252 -2.10514
C -0.21961 5.33864 1.92302
C -3.28158 3.41950 0.24951
C 4.04819 1.26849 -5.06680
C 3.93179 1.44811 0.62728
C 3.73919 4.84455 0.41196
C -8.25931 -0.84005 -1.57131
C -0.30928 0.56574 5.26386
C 5.63231 0.30015 -0.56990
C 1.46776 -4.65863 -3.54749
C -0.59523 -8.81791 -2.91060
C -1.64440 1.25202 9.69177
C -0.04025 0.15112 -0.86387
C -0.43124 5.79100 4.26433
C -6.57925 -0.12965 -3.02587
C -4.95128 0.24550 -4.71491
C -1.12399 1.03767 7.43060
C 0.45540 -2.81550 -6.79925
C -1.65976 -2.99344 -6.09157
C 4.33482 7.01159 0.47061
C 7.54603 -0.97101 -1.12243
C -2.34634 -3.65179 0.35675
C -0.06911 5.51279 6.61401
C -0.72831 -1.05451 -2.76298
C 0.33295 -6.65601 -3.02624
C -3.14386 -3.97252 -1.87714
C 0.29986 1.66732 0.96497
C -3.09191 3.31214 2.61212
C -1.86383 -2.88547 2.55549
C 3.42277 1.08274 -3.65417
C 0.34664 -3.58394 6.33018
C 1.90423 0.60753 -5.28216
C 2.30906 -1.58576 2.49603
C -0.19334 -4.08653 -7.41404
C 1.45943 -2.41379 4.55027
H -0.47201 1.44730 4.64361
H 0.96077 -4.05412 -2.78725
H 3.09712 1.23024 1.28046
H -0.58364 -9.71027 -3.53246
H -0.02121 -9.01462 -2.00778
H -4.18356 3.41574 -2.24261
H 3.12917 4.21564 -0.23308
H -0.75915 6.15007 7.15978
H -0.35559 -2.00972 -2.40878
H -3.09930 4.39326 2.79106
H -1.03574 -2.18585 2.64466
H 3.64364 1.87798 -0.32984
H -3.16288 2.09553 -2.71923
H -2.54294 -3.47298 -2.64168
H 0.23678 -5.01092 -7.03004
H -0.36511 1.95183 1.77671
H -8.75905 -1.79551 -1.38912
H -7.55806 -0.64687 -0.75984
H -0.08221 -0.73416 -3.58325
H 5.01368 0.76837 -5.09348
H -4.17502 3.19994 2.74223
H -4.17182 -3.96283 -2.24008
H -5.02146 0.36570 -5.79620
H 8.41786 -0.32800 -0.97638
H -0.31355 -2.86002 6.80500
H -4.12337 -0.43181 -4.51390
H -4.73778 1.26084 -4.37923
H 3.98899 0.34214 -3.09358
H -2.41320 3.71010 -2.39288
H 5.30456 4.80802 -1.20523
H -1.48628 -3.86537 2.84226
H 0.88845 2.54296 0.67617
H 2.10859 -0.55406 2.78593
H 3.28725 -2.00271 2.72596
H 2.42948 -4.96189 -3.14497
H -9.11077 -0.15284 -1.51968
H -1.21193 1.25508 10.68956
H 1.44038 -3.19147 -6.53449
H 3.86507 4.29140 1.34517
H -2.51995 2.85321 3.40841
H -2.30330 0.38220 9.67636
H 0.04272 -4.62357 6.36797
H 4.20705 2.32306 -5.28854
H 1.33434 -3.47160 6.78238
H 7.91808 -1.97515 -0.90671
H 2.10763 -1.64581 1.42918
H 0.14280 4.60487 7.17915
H 1.01525 0.94434 1.36052
H -1.64141 -8.64795 -2.65084
H 1.49030 -3.90951 -4.33597
H -1.14909 5.64636 1.44048
H 7.27892 -0.99869 -2.18291
H -2.27496 2.13991 9.60195
H 0.35261 -1.94444 -7.44403
H 3.50780 2.05344 -3.16525
H -1.69360 -1.07845 -3.26446
H -2.82524 -4.99825 -1.68458
H 0.41320 6.22882 1.81020
H -0.16167 -4.09441 -8.50182
H 0.66418 0.16771 4.96633
H -2.59700 -2.63199 3.32096
H 4.70567 1.95208 1.20734
H 0.35475 4.54372 1.45254
H 5.85224 4.27653 0.36899
H -1.00218 -0.24259 5.03306
H 0.91897 5.94556 6.44942